[1]
Here is 2 unconnected molecules or ions with the total composition C25H29O2Si from OMol25. Energies are from ωB97M-V with the def2-TZVPD basis set.

Last column: Mulliken charge in e.
Cartesian coordinates (Å):
C1 0.0914 -4.7795 -0.2884  -1.18
C2 0.4765 -3.3387 -0.3865  0.77
C3 -0.3348 -2.3116 0.0242  -0.91
O1 1.7021 -3.0768 -0.9167  -0.46
Si1 3.2390 -2.9515 -0.1404  0.28
C4 4.0530 -4.6242 -0.2871  -0.97
C5 4.1621 -1.6337 -1.0965  -0.98
C6 3.0211 -2.5465 1.6547  -0.95
H1 -0.9473 -4.8494 0.0399  0.39
H2 0.1772 -5.3121 -1.2532  0.31
H3 0.7133 -5.3163 0.4525  0.28
H4 0.0346 -1.2915 -0.0952  0.49
H5 -1.1549 -2.6499 0.6582  0.36
H6 5.0749 -4.6068 0.1241  0.34
H7 3.4823 -5.3821 0.2684  0.28
H8 4.1153 -4.9508 -1.3345  0.30
H9 5.1242 -1.3782 -0.6197  0.33
H10 4.3822 -1.9786 -2.1212  0.29
H11 3.5686 -0.7075 -1.1770  0.28
H12 3.9790 -2.2301 2.0847  0.39
H13 2.2920 -1.7480 1.8265  0.28
H14 2.6869 -3.4263 2.2162  0.30
C7 1.5880 6.2169 1.9199  -0.49
C8 0.7598 6.1355 0.7979  -0.49
C9 -0.5218 5.5956 0.9013  -0.32
C10 -0.9582 5.1618 2.1539  0.45
O2 -2.1417 4.4024 2.2618  -0.47
C11 -2.1070 3.1547 1.6292  -0.04
C12 -1.7257 2.0193 2.3719  -0.66
C13 -1.5370 0.8162 1.7170  -0.51
C14 -1.8945 0.6364 0.3574  0.03
C15 -2.0346 -0.7106 -0.1729  -1.02
C16 -2.2401 -0.9894 -1.5757  1.27
C17 -2.9393 -2.1767 -1.9351  -0.42
C18 -3.3582 -2.3700 -3.2477  -0.68
C19 -3.0342 -1.4306 -4.2382  -0.34
C20 -2.1954 -0.3504 -3.9203  -0.82
C21 -1.7329 -0.1678 -2.6149  -0.32
C22 -2.2420 1.8130 -0.3630  -0.28
C23 -2.3582 3.0515 0.2587  -0.51
C24 -0.1784 5.3029 3.3026  -0.35
C25 1.1146 5.8112 3.1723  -0.37
H15 2.6135 6.5902 1.8257  0.37
H16 1.1142 6.4875 -0.1716  0.37
H17 -1.1654 5.5028 0.0321  0.29
H18 -1.5503 2.1072 3.4461  0.43
H19 -1.1533 -0.0404 2.2758  0.43
H20 -2.5820 -1.3757 0.5284  0.83
H21 -3.1742 -2.9061 -1.1511  0.33
H22 -3.9670 -3.2414 -3.4824  0.41
H23 -3.4688 -1.5334 -5.2361  0.41
H24 -1.9285 0.3899 -4.6828  0.39
H25 -1.0060 0.6294 -2.3934  0.75
H26 -2.4768 1.7562 -1.4199  0.64
H27 -2.6300 3.9363 -0.3062  0.64
H28 -0.5724 4.9812 4.2645  0.45
H29 1.7453 5.8844 4.0619  0.36

Properties
HOMO level	-0.4220	hartree
charge	+1
HOMO-LUMO gap	6.0656	eV
electronic energy	-1409.7337	a.u.


[2]
Here is a molecular structure, C41H60BBrN8OReS3Si from OMol25. Energies are from ωB97M-V with the def2-TZVPD basis set.

Last column: Löwdin spin population.
Cartesian coordinates (Å):
Re1 -1.2268 -0.7483 0.2288  1.08
C1 -0.4550 4.2190 6.3518  0.00
C2 0.8151 4.1024 5.4955  0.00
C3 1.8823 3.3128 6.2706  0.00
C4 1.3530 5.5089 5.2389  0.00
C5 0.5024 3.3479 4.2044  0.00
C6 -0.0844 2.0917 4.2491  0.00
C7 -0.2970 1.4075 3.0745  0.00
Br1 -1.1628 -0.2856 3.1900  0.00
C8 0.0699 1.8399 1.7930  0.00
O1 -0.0848 1.0774 0.7390  0.05
C9 0.6534 3.1337 1.7427  0.00
C10 0.8163 3.8351 2.9409  0.00
C11 1.1034 3.8703 0.4580  0.00
C12 0.1470 5.0474 0.2118  0.00
C13 2.5366 4.4045 0.6436  0.00
C14 1.1498 3.0212 -0.8226  0.00
H1 -0.2482 4.7878 7.2629  0.00
H2 -0.8303 3.2371 6.6474  0.00
H3 -1.2435 4.7323 5.7962  0.00
H4 2.1261 3.8172 7.2107  0.00
H5 2.7967 3.2286 5.6779  0.00
H6 1.5331 2.3039 6.5030  0.00
H7 1.5514 5.9978 6.1951  0.00
H8 0.6296 6.1209 4.6931  0.00
H9 2.2912 5.4845 4.6789  0.00
H10 -0.3888 1.6381 5.1846  0.00
H11 1.2197 4.8371 2.8738  0.00
H12 0.1801 5.7692 1.0312  0.00
H13 -0.8809 4.6890 0.1142  0.00
H14 0.4203 5.5663 -0.7124  0.00
H15 2.6317 5.0865 1.4887  0.00
H16 2.8422 4.9498 -0.2536  0.00
H17 3.2328 3.5744 0.7957  0.00
H18 0.1627 2.7702 -1.2020  0.00
H19 1.6983 2.0969 -0.6578  0.00
H20 1.6579 3.5965 -1.6027  0.00
B1 -5.0052 -0.4265 0.1581  0.00
N1 -4.0659 0.7649 0.4283  0.00
C15 -4.5250 2.0195 0.4419  0.00
C16 -3.4980 2.8763 0.0964  0.00
C17 -2.4126 2.0385 -0.1178  0.00
N2 -2.7525 0.7584 0.1165  0.00
N3 -4.3142 -1.7202 0.6609  0.00
C18 -5.0436 -2.7686 1.0392  0.01
C19 -4.2019 -3.8269 1.3286  0.00
C20 -2.9415 -3.3156 1.0926  0.01
N4 -2.9941 -2.0381 0.6847  0.01
H21 -6.0278 -0.2663 0.7778  0.00
H22 -5.1789 -0.5146 -1.0357  0.00
H23 -5.5581 2.2189 0.6792  0.00
H24 -3.5290 3.9498 0.0144  0.00
H25 -1.4257 2.3005 -0.4306  0.00
H26 -6.1190 -2.6903 1.0744  0.00
H27 -4.4646 -4.8164 1.6656  0.00
H28 -2.0138 -3.8265 1.1872  0.00
C21 1.2566 -1.1544 -2.6754  0.00
C22 1.6117 -0.7423 -1.3079  0.00
N5 0.9440 -0.9795 -0.1777  -0.02
C23 1.7658 -0.5174 0.8539  0.00
C24 2.8942 -0.0003 0.3427  0.00
N6 2.7819 -0.1559 -1.0271  0.00
H29 0.3222 -1.6904 -2.6555  0.00
H30 2.0319 -1.8098 -3.0817  0.00
H31 1.1607 -0.2933 -3.3373  0.00
H32 1.4831 -0.6204 1.8859  0.00
H33 3.7403 0.4694 0.8165  0.00
H34 3.4489 0.1427 -1.7167  0.00
C25 -0.3189 -3.8373 2.4164  -0.02
Si1 0.2696 -3.4652 0.6362  -0.08
C26 2.1766 -3.8489 0.9121  -0.01
C27 2.2091 -5.3206 1.3756  0.00
C28 2.8367 -3.0249 2.0418  0.00
C29 3.1094 -3.6989 -0.3039  0.00
C30 -0.4383 -4.5999 -0.8015  -0.01
C31 0.6585 -5.0065 -1.7986  0.00
C32 -1.5292 -3.9217 -1.6264  0.00
C33 -1.0226 -5.8978 -0.2069  0.00
H35 -0.7301 -4.8527 2.4903  0.00
H36 -1.0715 -3.1471 2.7840  0.00
H37 0.5264 -3.7845 3.1028  0.00
H38 1.7495 -5.4435 2.3586  0.00
H39 3.2528 -5.6430 1.4573  0.00
H40 1.7048 -5.9942 0.6793  0.00
H41 2.1645 -2.7786 2.8671  0.00
H42 3.2518 -2.1011 1.6641  0.00
H43 3.6683 -3.6082 2.4554  0.00
H44 2.9673 -4.4817 -1.0427  0.00
H45 4.1491 -3.7635 0.0382  0.00
H46 2.9830 -2.7344 -0.8016  0.00
H47 1.1660 -4.1433 -2.2363  0.00
H48 0.1935 -5.5671 -2.6155  0.00
H49 1.4014 -5.6639 -1.3456  0.00
H50 -1.2281 -2.9335 -1.9578  0.00
H51 -2.4603 -3.7998 -1.0834  0.00
H52 -1.7412 -4.5251 -2.5171  0.00
H53 -0.2890 -6.4503 0.3862  0.00
H54 -1.3358 -6.5492 -1.0315  0.00
H55 -1.9033 -5.7173 0.4132  0.00
S1 0.4543 -2.0924 -7.1159  0.00
C34 -0.4161 -1.3458 -5.9216  0.00
S2 -1.2870 -2.2025 -4.6905  0.00
C35 -1.5901 -0.6884 -3.8085  0.00
N7 -1.1318 0.3296 -4.4463  -0.01
N8 -0.5135 -0.0139 -5.6313  0.00
C36 -0.0707 1.0872 -6.4405  0.00
C37 -0.0930 1.0309 -7.8267  0.00
C38 0.3008 2.1419 -8.5603  0.00
C39 0.7058 3.3045 -7.9221  0.00
C40 0.7170 3.3556 -6.5352  0.00
C41 0.3280 2.2521 -5.7924  0.00
S3 -2.4609 -0.6311 -2.3210  -0.01
H56 -0.4160 0.1346 -8.3312  0.00
H57 0.2830 2.0932 -9.6420  0.00
H58 1.0025 4.1695 -8.5029  0.00
H59 1.0312 4.2580 -6.0260  0.00
H60 0.3157 2.2856 -4.7118  0.00

Properties
HOMO level (alpha / beta)	-0.2804 / -0.2789	hartree
spin multiplicity	2
HOMO-LUMO gap (alpha / beta)	6.7303 / 6.9525	eV
energy relative to the best compared isomer or geometry (same formula, charge and spin)	91.8	kcal/mol
electronic energy	-6272.7483	a.u.


[3]
Here is C5H6N2O in the gas phase from OMol25. Energies are from ωB97M-V with the def2-TZVPD basis set.

Last column: Mulliken charge in e.
Cartesian coordinates (Å):
C1 1.0554 0.9718 2.8943  -0.54
C2 0.1834 0.3440 2.0170  -0.08
C3 -0.2061 -0.0616 -0.3955  0.50
C4 -0.8900 -1.3702 -1.8424  -0.08
C5 -0.7525 -0.3263 -2.5412  -0.52
H1 1.8397 1.9340 2.6500  0.22
H2 1.3673 0.3192 3.7390  0.24
H3 -0.3139 -0.6981 1.9451  0.34
H4 -1.1091 -2.5276 -1.9755  0.32
H5 -0.8289 -0.0660 -3.6114  0.35
H6 0.1058 1.4690 -1.4907  0.25
N1 -0.4900 -1.3271 -0.4174  -0.57
N2 -0.3475 0.5842 -1.5286  -0.04
O1 0.3864 0.7548 0.5574  -0.37

Properties
HOMO level	-0.3276	hartree
HOMO-LUMO gap	9.7802	eV
energy relative to the best compared isomer or geometry (same formula, charge and spin)	79.4	kcal/mol
electronic energy	-378.7444	a.u.